A structure of composition C48H44AsBrN2O2PRuS. Source: OMol25; level of theory: ωB97M-V/def2-TZVPD.

Geometry as XYZ:
```
101
Properties=species:S:1:pos:R:3:forces:R:3
Ru 0.0930 -0.7604 -0.1227 -0.249 0.124 -0.427
S -2.8367 -3.0187 2.4162 -0.194 -0.074 0.027
C -3.2514 -1.3599 2.5418 -0.061 0.069 -0.090
C -2.5084 -0.5720 1.7149 -0.020 -0.107 -0.142
C -1.5306 -1.3015 0.9544 0.434 0.503 1.538
C -1.6358 -2.6351 1.2500 -0.086 -0.215 -0.603
C -0.8403 -3.5468 0.4734 0.071 0.157 0.044
C -0.9506 -4.9325 0.4924 0.081 -0.058 0.017
C -0.1829 -5.6759 -0.3774 -0.044 -0.106 0.056
C 0.6751 -5.0194 -1.2439 0.081 0.052 -0.026
C 0.7529 -3.6415 -1.1952 -0.018 -0.078 0.092
N 0.0189 -2.8992 -0.3572 -0.473 -0.174 -0.144
H -4.0380 -1.0545 3.2157 0.030 0.000 -0.010
H -2.6725 0.4913 1.6395 0.060 0.026 0.095
H -1.6378 -5.4056 1.1815 -0.015 0.032 -0.009
H -0.2556 -6.7562 -0.3853 0.001 0.006 -0.001
H 1.2870 -5.5610 -1.9513 0.016 0.022 0.014
H 1.4059 -3.0929 -1.8530 0.053 -0.015 -0.020
N 2.9084 1.5509 -0.6411 0.106 0.297 0.124
C 3.8023 0.8889 0.1558 -0.019 0.067 0.053
C 5.1597 1.2615 0.0471 -0.016 -0.049 -0.019
C 6.1276 0.7149 0.8501 0.054 0.008 -0.006
C 5.7868 -0.2414 1.8061 -0.010 0.002 0.008
C 4.4723 -0.6366 1.9003 0.001 0.081 -0.017
C 3.4515 -0.0998 1.0937 -0.104 0.188 0.003
P 1.8155 -0.9006 1.3415 0.352 -1.628 0.230
C 2.5054 -2.6426 1.4015 0.010 0.048 -0.203
C 2.2013 -3.5983 2.3621 -0.025 -0.018 0.035
C 2.7587 -4.8748 2.3020 -0.037 0.032 0.029
C 3.6363 -5.2105 1.2861 -0.014 -0.002 -0.022
C 3.9407 -4.2675 0.3105 -0.030 -0.042 -0.019
C 3.3688 -3.0098 0.3616 -0.028 0.041 -0.014
C 1.4049 -0.6708 3.1126 0.034 0.451 -0.058
C 0.2651 -1.2586 3.6584 0.047 0.039 0.025
C -0.0594 -1.0735 4.9941 0.015 -0.015 0.018
C 0.7492 -0.2947 5.8093 -0.036 0.003 0.008
C 1.8744 0.3115 5.2738 0.038 -0.011 -0.033
C 2.1935 0.1337 3.9338 -0.018 -0.003 0.029
H 1.9547 1.2340 -0.6265 0.078 -0.061 0.064
H 3.2489 1.8561 -1.5359 0.036 -0.120 -0.072
H 5.4237 2.0106 -0.6912 -0.018 0.004 0.022
H 7.1570 1.0348 0.7410 -0.010 -0.011 -0.012
H 6.5378 -0.6827 2.4474 -0.011 0.007 -0.003
H 4.2183 -1.4115 2.6114 0.011 0.035 0.042
H 1.5441 -3.3576 3.1875 -0.011 0.012 0.001
H 2.5123 -5.5998 3.0687 -0.004 0.014 -0.012
H 4.0780 -6.1989 1.2492 0.004 0.020 0.009
H 4.6229 -4.5160 -0.4939 -0.020 0.006 0.007
H 3.6077 -2.2866 -0.4118 0.003 -0.006 0.016
H -0.3836 -1.8519 3.0355 -0.009 -0.055 0.000
H -0.9533 -1.5383 5.3916 0.011 -0.004 -0.007
H 0.4974 -0.1516 6.8528 0.002 -0.007 -0.008
H 2.5121 0.9250 5.8981 -0.025 0.025 -0.021
H 3.0593 0.6379 3.5271 0.016 -0.031 0.022
C -1.2204 2.5229 1.0565 0.009 0.024 -0.054
C 0.0042 1.8708 1.6848 0.172 -0.097 0.043
C 1.0268 2.9319 2.0604 0.025 0.054 0.055
O 0.6586 0.9312 0.8358 -0.710 0.765 -0.112
H -1.9034 2.8710 1.8363 0.013 0.022 -0.027
H -1.7434 1.8092 0.4262 -0.037 -0.036 0.055
H -0.9379 3.3823 0.4459 0.011 0.010 -0.023
H -0.3162 1.3583 2.6006 0.016 -0.156 -0.023
H 1.3783 3.4389 1.1579 0.002 -0.026 0.022
H 1.8871 2.4925 2.5657 -0.009 -0.008 -0.033
H 0.5773 3.6739 2.7259 0.008 -0.008 -0.011
Br 1.2433 -0.7078 -2.3746 0.567 0.333 -0.496
O -1.5126 0.2530 -1.3405 -0.231 -0.078 0.082
As -2.1898 1.4534 -2.2449 0.226 -0.284 -0.119
C -2.3998 0.8023 -4.0363 -0.001 -0.156 -0.056
C -2.9478 -0.4675 -4.2044 -0.004 0.032 -0.012
C -2.9733 -1.0475 -5.4613 -0.012 0.010 -0.019
C -2.4430 -0.3673 -6.5505 0.009 -0.020 0.000
C -1.8928 0.8937 -6.3832 -0.009 0.015 0.010
C -1.8671 1.4808 -5.1247 -0.092 0.033 -0.022
C -1.1587 3.0549 -2.3969 0.079 0.051 -0.056
C 0.1704 2.9878 -2.0043 -0.025 0.106 0.104
C 0.9782 4.1107 -2.1193 -0.013 -0.046 -0.004
C 0.4570 5.2868 -2.6399 0.022 0.010 -0.013
C -0.8672 5.3447 -3.0585 0.016 -0.008 0.002
C -1.6796 4.2269 -2.9393 0.010 -0.028 -0.025
C -3.8833 1.8667 -1.4466 -0.088 0.019 0.113
C -4.7485 0.7999 -1.2120 0.014 0.051 -0.007
C -5.9346 1.0102 -0.5286 -0.028 0.006 -0.017
C -6.2588 2.2826 -0.0752 -0.008 -0.013 0.022
C -5.3922 3.3421 -0.2950 0.018 0.000 -0.010
C -4.1969 3.1345 -0.9714 -0.039 -0.014 -0.024
H -3.3303 -1.0146 -3.3526 0.055 -0.032 0.025
H -3.3896 -2.0385 -5.5888 -0.001 0.014 0.000
H -2.4455 -0.8303 -7.5292 -0.013 0.013 0.011
H -1.4657 1.4177 -7.2288 -0.017 -0.002 0.012
H -1.4268 2.4614 -5.0005 0.058 -0.015 0.017
H 0.5472 2.0679 -1.5808 -0.042 -0.007 -0.067
H 2.0089 4.0585 -1.7911 -0.025 0.037 0.013
H 1.0845 6.1655 -2.7225 -0.005 -0.017 -0.011
H -1.2653 6.2585 -3.4810 0.000 -0.005 0.024
H -2.7092 4.2728 -3.2753 -0.002 -0.004 -0.007
H -4.4830 -0.1987 -1.5338 0.009 -0.018 0.017
H -6.6024 0.1793 -0.3417 0.010 0.004 0.004
H -7.1819 2.4435 0.4673 0.000 0.002 -0.026
H -5.6390 4.3314 0.0687 0.015 -0.016 0.014
H -3.5080 3.9581 -1.1031 0.001 0.001 0.000
```
Positions in Å, forces in eV/Å.

Calculated values
- LUMO (spin up / spin down) (eV) = 0.35 / 0.21
- E_HOMO (spin up / spin down) (hartree) = -0.265 / -0.265
- charge = 0
- multiplicity = 2

A structure of composition C48H44CsOPSi. Source: OMol25; level of theory: ωB97M-V/def2-TZVPD.

Geometry as XYZ:
```
96
Properties=species:S:1:pos:R:3:forces:R:3
Cs -0.5938 0.2480 0.2331 -1.019 -2.072 -0.769
C 1.9776 -4.3513 0.1086 0.014 -0.006 0.010
C 2.6698 -3.1075 0.5733 -0.003 -0.025 0.125
C 2.7187 -2.7616 1.9232 0.026 0.020 -0.013
C 3.3382 -1.5937 2.3558 -0.014 -0.049 -0.039
C 3.9228 -0.7331 1.4374 -0.004 -0.045 -0.056
C 3.8693 -1.0581 0.0829 -0.027 -0.024 0.050
C 3.2504 -2.2265 -0.3415 0.037 0.099 0.033
H 2.5751 -4.8860 -0.6338 -0.030 0.028 0.006
H 1.0289 -4.0583 -0.3690 0.066 -0.026 0.053
H 1.7603 -5.0207 0.9442 0.031 0.021 -0.012
H 2.2525 -3.4221 2.6465 0.011 0.006 0.001
H 3.3636 -1.3602 3.4154 -0.006 -0.013 -0.030
H 4.4150 0.1767 1.7672 -0.019 -0.035 -0.016
H 4.3127 -0.3910 -0.6500 -0.023 -0.018 0.014
H 3.1967 -2.4631 -1.3978 0.000 0.019 0.021
C -0.4609 -2.3524 -0.9871 0.105 -0.670 -0.463
C -0.6275 -3.2938 -1.7777 -0.188 -0.277 -0.096
C -0.7962 -4.4510 -2.6388 0.127 0.138 0.103
C 0.2326 -4.7168 -3.5974 0.172 -0.010 -0.077
C 1.4783 -4.0093 -3.5252 -0.023 -0.090 -0.113
C 2.5097 -4.2152 -4.4205 -0.057 -0.006 0.041
C 2.4014 -5.1213 -5.4819 -0.095 0.049 0.077
C 1.1823 -5.7844 -5.6167 -0.021 0.012 0.083
C 0.1391 -5.5998 -4.7231 0.095 0.135 0.119
C -1.9713 -5.2665 -2.4441 -0.045 -0.087 0.075
C -2.0886 -6.6412 -2.8006 -0.089 0.113 0.025
C -3.2377 -7.3812 -2.5557 0.085 0.096 -0.001
C -4.3474 -6.8196 -1.9319 0.074 0.133 0.015
C -4.2444 -5.4839 -1.5261 0.014 -0.044 -0.029
C -3.1037 -4.7400 -1.7585 0.015 -0.015 -0.023
H 1.5817 -3.2816 -2.7287 -0.026 -0.006 -0.053
H 3.4307 -3.6502 -4.2941 -0.006 0.006 0.011
H 3.2115 -5.2742 -6.1860 -0.005 0.000 0.019
H 1.0336 -6.4613 -6.4550 -0.024 0.004 0.011
H -0.7927 -6.1021 -4.9294 -0.100 -0.058 0.031
H -1.2367 -7.1520 -3.2219 0.075 -0.016 -0.087
H -3.2565 -8.4296 -2.8428 0.021 0.004 -0.009
H -5.2447 -7.3994 -1.7479 -0.002 0.008 0.001
H -5.0813 -5.0131 -1.0160 0.036 -0.004 -0.008
H -3.0409 -3.7142 -1.4149 -0.010 -0.016 -0.001
C -3.9874 3.4314 0.5884 -0.041 0.082 0.034
Si -3.6962 1.7748 -0.4077 -0.296 0.354 0.174
C -5.5093 1.1176 -0.4341 -0.148 0.017 -0.088
C -3.5812 2.5459 -2.1711 0.031 0.116 -0.173
C -2.7562 3.6563 -2.4247 -0.064 -0.056 -0.056
C -2.5865 4.1863 -3.6987 -0.032 -0.061 0.060
C -3.2373 3.6147 -4.7874 0.000 -0.035 0.071
C -4.0588 2.5144 -4.5730 0.004 -0.006 0.102
C -4.2280 1.9989 -3.2910 0.075 0.073 -0.017
H -4.7740 4.0781 0.1667 0.068 -0.082 0.018
H -3.0653 4.0241 0.6540 -0.068 -0.030 0.015
H -4.2734 3.1786 1.6185 0.024 0.033 -0.054
H -6.2305 1.8285 -0.8683 0.083 -0.057 0.047
H -5.8222 0.9004 0.5941 0.009 -0.002 -0.045
H -5.5800 0.1770 -0.9897 -0.028 0.031 0.034
H -2.2259 4.1170 -1.5932 -0.011 -0.018 -0.040
H -1.9364 5.0429 -3.8481 0.001 0.008 0.010
H -3.0956 4.0114 -5.7863 -0.006 0.004 0.004
H -4.5641 2.0480 -5.4122 -0.010 -0.002 0.010
H -4.8741 1.1364 -3.1574 0.027 0.019 -0.015
O 0.4127 2.3280 1.0701 1.254 2.300 0.902
P 1.1530 2.8507 2.2513 0.035 0.090 -0.051
C 0.6028 4.5028 2.7346 -0.012 -0.103 -0.109
C 0.7460 4.9996 4.0235 -0.002 0.189 0.172
C 0.3306 6.2932 4.3190 0.088 -0.204 0.012
C -0.2364 7.0782 3.3263 -0.038 0.108 0.052
C -0.4006 6.5782 2.0450 0.044 -0.203 -0.128
C 0.0201 5.2872 1.7447 -0.138 0.162 -0.017
C 2.9255 2.9888 1.9271 -0.207 -0.017 0.048
C 3.3602 2.6079 0.6673 0.245 -0.059 -0.196
C 4.7110 2.7096 0.3408 -0.280 -0.069 -0.050
C 5.6134 3.1802 1.2763 0.149 0.026 0.015
C 5.1807 3.5629 2.5396 -0.202 0.011 0.092
C 3.8331 3.4731 2.8616 0.251 0.099 0.130
C 0.9245 1.8239 3.7121 -0.038 -0.082 0.036
C -0.3956 1.6701 4.1459 -0.020 -0.057 0.036
C -0.6875 0.8018 5.1846 0.058 0.035 -0.047
C 0.3364 0.0855 5.7956 -0.101 -0.011 0.029
C 1.6432 0.2282 5.3645 0.068 0.044 -0.060
C 1.9400 1.0925 4.3170 -0.003 -0.011 0.006
H 1.1588 4.3698 4.8046 -0.002 0.029 -0.011
H 0.4354 6.6789 5.3251 0.003 -0.004 0.004
H -0.5721 8.0810 3.5600 0.004 0.000 0.000
H -0.8712 7.1818 1.2806 -0.007 -0.004 -0.015
H -0.1346 4.8668 0.7569 0.021 0.024 0.035
H 2.6414 2.2188 -0.0438 0.030 0.017 0.000
H 5.0511 2.4033 -0.6396 -0.007 -0.003 -0.010
H 6.6651 3.2469 1.0254 -0.007 0.001 0.000
H 5.8896 3.9315 3.2697 -0.001 0.002 0.010
H 3.4911 3.7800 3.8450 0.027 -0.004 -0.038
H -1.1971 2.2039 3.6448 0.024 0.002 0.013
H -1.7130 0.6665 5.5004 -0.012 0.002 0.009
H 0.1070 -0.6054 6.5970 -0.010 0.003 0.002
H 2.4325 -0.3543 5.8219 0.008 0.007 -0.001
H 2.9568 1.1677 3.9526 -0.013 0.010 0.005
```
Positions in Å, forces in eV/Å.

Calculated values
- LUMO (eV) = 2.98
- E_HOMO (hartree) = 0.029
- charge = -2

Energy above the lowest of the compared OMol25 structures with the same formula, charge and spin per entry: 1.586, 0.631 eV
F_max per entry: 1.7, 2.8 eV Å⁻¹